18
Properties=species:S:1:pos:R:3:forces:R:3 method="wB97M-V/def2-TZVPD" de_lowest_kj_mol=446.33 total_energy_ev=-9907.616
H 2.16649 1.44943 -0.61595 -1.424 0.821 -1.421
O 0.14143 2.31021 0.80889 -0.256 -0.083 -0.330
H 2.30186 1.50232 0.50388 -0.853 -0.201 0.450
H -2.43437 -1.45679 0.40918 0.027 0.027 0.017
H 0.06057 -0.40540 -1.99937 -0.038 -0.005 0.008
H 0.02932 -2.03436 -1.27826 -0.019 0.054 0.024
H -0.05799 3.05423 0.21973 0.228 0.040 0.079
H -1.63894 -0.70911 1.79991 -0.001 0.000 -0.050
H -0.99567 -2.21854 1.11115 -0.003 0.051 -0.025
C -1.46636 -1.24979 0.86851 0.094 -0.031 -0.084
H 1.44890 -0.62585 0.24297 -0.051 -0.037 -0.038
N -0.66532 -0.44095 -0.03705 0.000 -0.100 0.117
H 0.54173 -0.01703 1.63276 -0.043 0.059 -0.036
C -0.50114 -1.06771 -1.34349 0.032 0.004 0.174
C 0.59266 -0.00692 0.54385 -0.184 0.086 -0.385
C 0.85995 1.42928 0.09738 1.246 -0.102 1.563
H -1.48241 -1.25009 -1.78430 0.033 0.035 0.008
O 1.09928 1.73705 -1.17979 1.211 -0.617 -0.070